Model i:
Below is a cluster of 3 separate species, C6H18O2 in total, with properties calculated with wB97M-V/def2-TZVPD.

Last columns: bonded neighbours and bond lengths (Å).
Element x y z (Å)
1 C 1.29 1.24 -1.09  C2 1.572, H7 1.143, H8 1.157, H9 1.071
2 C 0.63 2.00 0.12  C1 1.572, C3 1.539, H10 1.057, H11 1.136
3 C 0.12 1.23 1.35  C2 1.539, C4 1.573, H12 1.108, H13 1.046
4 C -0.34 -0.24 1.00  C3 1.573, C5 1.533, C6 1.537, H14 1.092
5 C -0.53 -1.08 2.27  C4 1.533, H15 1.096, H16 1.073, H17 1.143
6 C -1.66 -0.06 0.24  C4 1.537, H18 1.077, H19 1.076, H20 1.082
7 H 0.71 1.34 -2.07  C1 1.143
8 H 2.34 1.69 -1.23  C1 1.157
9 H 1.54 0.21 -0.91  C1 1.071
10 H -0.16 2.58 -0.26  C2 1.057
11 H 1.45 2.71 0.46  C2 1.136
12 H -0.69 1.88 1.74  C3 1.108
13 H 0.76 1.06 2.16  C3 1.046
14 H 0.41 -0.69 0.34  C4 1.092
15 H -0.27 -0.37 3.07  C5 1.096
16 H 0.02 -2.00 2.28  C5 1.073
17 H -1.51 -1.61 2.49  C5 1.143
18 H -1.75 0.57 -0.62  C6 1.077
19 H -1.88 -1.03 -0.19  C6 1.076
20 H -2.39 0.26 0.97  C6 1.082
21 O 1.58 -2.61 -1.69  H22 0.965, H23 0.956
22 H 0.99 -2.47 -2.44  O21 0.965
23 H 1.26 -2.03 -1.00  O21 0.956
24 O -1.09 -0.98 -2.40  H25 0.961, H26 0.996
25 H -0.39 -1.28 -1.81  O24 0.961
26 H -0.46 -0.33 -2.81  O24 0.996

orbital gap	0.4097	Ha
HOMO	-10.5	eV

Model ii:
Below is a cluster of 3 separate species, C6H18O2 in total, with properties calculated with wB97M-V/def2-TZVPD.

Last columns: bonded neighbours and bond lengths (Å).
Element x y z (Å)
1 C 1.82 -0.94 -2.06  C2 1.532, H7 1.105, H8 1.095, H9 1.085
2 C 1.53 -0.04 -0.86  C1 1.532, C3 1.525, H10 1.095, H11 1.081
3 C 1.37 -0.87 0.41  C2 1.525, C4 1.531, H12 1.072, H13 1.093
4 C 0.72 -0.15 1.60  C3 1.531, C5 1.532, C6 1.520, H14 1.091
5 C 0.27 -1.20 2.61  C4 1.532, H15 1.099, H16 1.084, H17 1.107
6 C 1.71 0.76 2.30  C4 1.520, H18 1.092, H19 1.084, H20 1.106
7 H 1.88 -0.25 -2.93  C1 1.105
8 H 2.82 -1.36 -2.16  C1 1.095
9 H 1.06 -1.67 -2.33  C1 1.085
10 H 0.63 0.51 -1.15  C2 1.095
11 H 2.30 0.72 -0.76  C2 1.081
12 H 2.34 -1.23 0.72  C3 1.072
13 H 0.89 -1.82 0.18  C3 1.093
14 H -0.15 0.39 1.22  C4 1.091
15 H 0.96 -2.05 2.72  C5 1.099
16 H -0.76 -1.56 2.68  C5 1.084
17 H 0.47 -0.82 3.64  C5 1.107
18 H 2.38 1.36 1.68  C6 1.092
19 H 1.24 1.25 3.15  C6 1.084
20 H 2.47 0.10 2.74  C6 1.106
21 O -3.51 -0.30 -1.45  H22 0.966, H23 0.965
22 H -4.28 -0.84 -1.68  O21 0.966
23 H -3.19 -0.12 -2.35  O21 0.965
24 O -2.64 2.49 -1.74  H25 0.958, H26 0.963
25 H -3.58 2.37 -1.75  O24 0.958
26 H -2.25 1.76 -1.24  O24 0.963

orbital gap	0.4105	Ha
HOMO	-10.7	eV

Question: of the structures shown, which is the least stable? Reply: model i.